The following is a DFT calculation (ωB97M-V/def2-TZVPD) of an isolated molecule of C5H9N3O2S at a distorted geometry.

ΔE to the lowest compared entry with this formula, charge and spin: 1.870 eV
structure (SMILES): N[C@H]1C=CN=C(S(N)(=O)=O)C1
orbital gap: 9.27 eV
energy: -908.761452 Ha
LUMO energy: -0.4 eV
largest force on an atom: 0.1100 hartree/bohr

The geometry in ORCA input format:
```
! RIJCOSX wB97M-V def2-TZVPD def2/J DEFGRID3
* xyz 0 1
C 1.42 -0.98 -0.16
C 1.24 0.34 -0.86
C 0.41 -1.76 0.29
C -0.46 0.70 -1.02
C -1.24 -0.22 -0.19
N -0.93 -1.33 0.25
N 2.03 1.46 -0.20
N -3.65 -1.19 0.17
O -3.12 0.92 1.36
O -3.43 1.03 -1.04
S -2.95 0.32 0.09
H 2.38 -1.28 0.12
H 1.84 0.32 -1.77
H 0.65 -2.59 0.98
H -0.56 1.69 -0.66
H -0.59 0.63 -2.09
H 2.15 2.26 -0.72
H 1.71 1.66 0.82
H -2.85 -1.81 0.16
H -4.24 -1.45 1.02
*
```

Mulliken atomic charge list, values in e, 5 entries:
1. C -0.43
2. C 0.14
3. C -0.52
4. C -0.77
5. C 0.64